# 1
Below is a molecular structure, C51H47Cl5CrN2PSi2Te, with properties calculated with wB97M-V/def2-TZVPD.

Geometry (Å):
Cr  1.309  1.282  -0.808
C  0.219  4.220  4.856
C  -0.931  3.457  4.708
C  -1.115  2.688  3.569
C  -0.156  2.660  2.559
C  1.001  3.417  2.729
C  1.187  4.198  3.862
P  -0.345  1.713  0.998
C  -1.167  0.124  1.423
C  -2.276  -0.362  0.430
C  -1.918  -1.862  0.292
C  -2.285  -2.620  1.561
C  -1.339  -1.955  2.575
C  -1.575  -0.438  2.775
C  -1.607  2.678  0.076
C  -2.744  3.181  0.648
C  -3.698  3.870  -0.127
C  -3.485  4.041  -1.465
C  -2.314  3.547  -2.089
C  -2.092  3.731  -3.476
C  -0.949  3.250  -4.043
C  0.017  2.574  -3.259
C  -0.124  2.352  -1.906
C  -1.339  2.856  -1.315
H  0.365  4.821  5.746
H  -1.689  3.450  5.481
H  -2.011  2.093  3.485
H  1.767  3.397  1.970
H  2.096  4.778  3.966
H  -2.137  0.117  -0.542
H  -2.160  -2.321  -0.665
H  -3.339  -2.451  1.778
H  -1.196  -2.517  3.500
H  -0.923  -0.089  3.579
H  -2.936  3.037  1.702
H  -4.599  4.245  0.344
H  -4.213  4.565  -2.077
H  -2.840  4.252  -4.065
H  -0.773  3.383  -5.106
H  0.908  2.211  -3.757
Cl  3.625  -1.095  1.069
C  3.928  0.623  1.060
C  3.057  1.447  0.360
C  3.448  2.786  0.361
Cl  2.399  3.841  -0.557
C  4.546  3.312  1.023
Cl  4.881  5.012  0.977
C  5.361  2.447  1.743
Cl  6.733  3.051  2.610
C  5.051  1.089  1.749
Cl  6.074  -0.001  2.626
N  7.452  0.056  -8.665
C  6.751  0.221  -7.765
C  5.878  0.426  -6.643
C  4.831  -0.465  -6.385
C  3.992  -0.266  -5.312
C  4.167  0.829  -4.442
C  5.223  1.718  -4.718
C  6.059  1.521  -5.797
C  3.311  1.018  -3.335
C  2.556  1.124  -2.374
H  4.683  -1.313  -7.043
H  3.172  -0.947  -5.120
H  5.371  2.564  -4.060
H  6.868  2.213  -5.994
N  0.580  -0.337  -0.966
C  0.576  -1.163  -2.091
C  1.631  -2.051  -2.337
C  1.590  -2.922  -3.412
C  0.498  -2.927  -4.275
C  -0.548  -2.042  -4.045
C  -0.515  -1.171  -2.965
H  2.488  -2.014  -1.673
H  2.415  -3.605  -3.581
H  0.466  -3.608  -5.117
H  -1.400  -2.025  -4.715
H  -1.320  -0.468  -2.788
C  0.770  -4.946  2.419
Si  -0.551  -5.114  1.104
C  0.145  -4.866  -0.619
C  -1.125  -6.913  1.198
C  -2.116  -4.143  1.478
Te  0.141  -1.564  0.867
C  -3.638  -0.094  1.064
Si  -3.542  -0.096  3.135
C  -4.691  -1.606  3.462
C  -4.727  1.437  3.230
C  -3.091  0.007  5.092
H  1.622  -5.583  2.161
H  0.381  -5.278  3.384
H  1.138  -3.927  2.536
H  1.193  -4.564  -0.590
H  -0.383  -4.092  -1.180
H  0.077  -5.796  -1.188
H  -0.289  -7.597  1.029
H  -1.884  -7.121  0.439
H  -1.555  -7.143  2.176
H  -2.460  -4.554  2.437
H  -2.830  -4.515  0.728
H  -4.378  -0.817  0.691
H  -3.982  0.892  0.733
H  -5.324  -1.878  2.612
H  -5.344  -1.340  4.299
H  -4.129  -2.493  3.770
H  -5.459  1.399  2.419
H  -4.207  2.398  3.144
H  -5.255  1.449  4.187
H  -2.617  -0.937  5.390
H  -3.977  0.140  5.726
H  -2.383  0.803  5.350

- expectation value of S² = 0.777
- spin multiplicity = 2
- LUMO level (alpha / beta) (eV) = 3.704 / 3.705
- total charge = -2
- HOMO energy (alpha / beta) (eV) = -2.0 / -2.0
- ΔE to the lowest compared entry with this formula, charge and spin (kcal per mole) = 0.0
- molar mass (u) = 1131.96

***

# 2
Below is 6 unconnected molecules or ions with the total composition C38H72BrNO22P3 in a non-equilibrium geometry, with properties calculated with wB97M-V/def2-TZVPD.

Geometry (Å):
C  2.375  6.151  -1.769
C  0.877  5.685  -2.348
C  0.948  4.066  -2.716
C  -0.499  3.463  -3.239
C  -1.756  3.991  -2.299
C  -3.202  3.310  -2.665
C  -3.409  1.778  -2.114
C  -3.232  1.635  -0.474
C  -2.243  0.361  -0.060
C  -2.430  0.183  1.588
C  -0.991  -0.224  2.337
C  -0.944  -1.761  2.890
C  -2.116  -1.817  4.034
O  -2.415  -0.764  4.847
O  -3.039  -2.982  4.252
O  -1.622  -2.489  1.766
C  -0.549  -3.175  1.033
O  -1.020  -3.845  -0.017
C  1.000  -3.062  1.658
N  1.769  -4.350  1.564
C  2.153  -4.759  0.171
C  3.072  -4.350  2.328
C  3.562  -5.791  3.024
O  3.929  -3.338  2.470
P  1.804  -1.909  0.380
O  0.472  -1.271  -0.615
Br  2.754  -0.044  1.249
C  0.513  -2.507  3.150
P  0.121  -4.098  4.206
O  -0.954  -5.052  3.562
P  1.753  -1.645  4.298
C  2.698  -2.785  5.475
C  4.093  -1.968  5.905
C  1.048  -0.271  5.382
C  2.088  1.021  5.349
H  2.831  5.280  -1.097
H  2.218  7.145  -1.162
H  3.126  6.389  -2.647
H  0.120  5.912  -1.473
H  0.611  6.359  -3.284
H  1.749  3.941  -3.586
H  1.276  3.418  -1.775
H  -0.447  2.275  -3.196
H  -0.656  3.789  -4.360
H  -1.870  5.155  -2.518
H  -1.449  3.901  -1.171
H  -4.072  4.046  -2.327
H  -3.262  3.248  -3.854
H  -2.762  0.973  -2.709
H  -4.546  1.498  -2.333
H  -4.296  1.447  -0.002
H  -2.795  2.631  0.016
H  -2.483  -0.625  -0.644
H  -1.138  0.758  -0.274
H  -2.741  1.273  1.965
H  -3.318  -0.517  1.882
H  -0.871  0.607  3.187
H  -0.160  0.045  1.540
H  3.217  -4.354  -0.189
H  2.294  -5.945  0.197
H  1.381  -4.552  -0.675
H  3.032  -6.654  2.436
H  4.743  -5.840  2.974
H  3.300  -5.798  4.189
H  0.836  -1.184  -1.549
H  -0.420  -3.693  5.509
H  1.306  -4.933  4.406
H  2.085  -2.889  6.468
H  3.058  -3.810  5.052
H  4.478  -1.448  4.902
H  3.912  -1.176  6.748
H  4.882  -2.793  6.161
H  -0.004  0.146  5.120
H  0.995  -0.619  6.523
H  3.180  0.637  5.111
H  2.036  1.641  6.366
H  1.663  1.735  4.492
C  6.139  2.836  -2.262
O  6.152  4.120  -2.883
C  7.327  4.789  -2.759
O  8.324  4.385  -2.181
O  7.200  5.983  -3.390
C  8.368  6.800  -3.341
H  5.153  2.393  -2.424
H  6.890  2.181  -2.716
H  6.304  2.927  -1.184
H  9.208  6.303  -3.838
H  8.622  7.049  -2.306
H  8.154  7.729  -3.876
C  2.826  -8.921  4.950
O  3.894  -9.285  4.077
C  4.784  -10.156  4.616
O  4.735  -10.626  5.742
O  5.737  -10.413  3.685
C  6.748  -11.322  4.117
H  2.177  -8.222  4.416
H  2.235  -9.800  5.223
H  3.212  -8.419  5.843
H  6.313  -12.298  4.358
H  7.291  -10.916  4.977
H  7.457  -11.455  3.295
C  -6.660  5.333  0.796
O  -7.239  4.863  2.012
C  -6.676  3.726  2.495
O  -5.753  3.110  1.985
O  -7.317  3.395  3.644
C  -6.827  2.210  4.269
H  -7.186  6.245  0.502
H  -5.602  5.578  0.941
H  -6.781  4.593  -0.001
H  -5.776  2.330  4.552
H  -6.955  1.345  3.610
H  -7.411  2.040  5.177
C  -7.010  2.904  -4.887
O  -6.096  3.843  -5.450
C  -6.532  4.431  -6.592
O  -7.601  4.221  -7.144
O  -5.573  5.293  -7.014
C  -5.897  5.989  -8.216
H  -6.559  2.496  -3.979
H  -7.949  3.395  -4.615
H  -7.191  2.077  -5.582
H  -6.792  6.604  -8.077
H  -6.034  5.286  -9.044
H  -5.061  6.650  -8.460
C  -1.478  -0.574  -8.120
O  -1.743  -1.664  -7.239
C  -1.197  -1.529  -6.004
O  -0.527  -0.585  -5.616
O  -1.525  -2.626  -5.277
C  -1.014  -2.622  -3.945
H  -1.962  -0.788  -9.077
H  -1.898  0.355  -7.722
H  -0.402  -0.471  -8.294
H  -1.415  -1.775  -3.380
H  0.081  -2.601  -3.952
H  -1.337  -3.545  -3.456

- LUMO level (eV) = 1.777
- total charge = -1
- HOMO energy (eV) = -4.3
- ΔE to the lowest compared entry with this formula, charge and spin (kcal per mole) = 364.7
- molar mass (u) = 1067.80

***

# 3
Below is 6 unconnected molecules or ions with the total composition C14H28Br10O2 in a non-equilibrium geometry, with properties calculated with wB97M-V/def2-TZVPD.

Geometry (Å):
C  -7.194  -5.437  -1.030
C  -7.188  -4.381  0.044
O  -6.090  -3.478  -0.042
C  -5.266  -3.394  0.982
C  -4.305  -2.229  0.863
O  -5.232  -4.134  1.929
H  -8.139  -5.959  -1.201
H  -6.494  -6.242  -0.786
H  -6.934  -5.120  -2.045
H  -8.098  -3.782  -0.011
H  -7.182  -4.892  1.006
H  -3.812  -2.247  -0.105
H  -3.582  -2.224  1.670
H  -4.931  -1.342  0.993
Br  -1.711  -0.117  0.837
C  0.087  0.416  0.147
C  0.648  1.406  1.149
Br  2.621  1.469  1.025
H  0.039  0.720  -0.896
H  0.627  -0.527  0.137
H  0.436  0.972  2.123
H  0.195  2.391  1.140
Br  -1.916  5.103  -3.762
C  -2.565  4.920  -1.916
C  -1.616  4.040  -1.090
Br  -2.089  4.146  0.780
H  -3.542  4.463  -2.015
H  -2.606  5.916  -1.491
H  -0.612  4.415  -1.262
H  -1.701  3.013  -1.431
Br  5.542  -0.666  1.845
C  4.964  0.112  3.554
C  4.154  -0.832  4.406
Br  3.728  0.129  6.067
H  4.368  0.967  3.249
H  5.800  0.515  4.120
H  4.699  -1.737  4.662
H  3.225  -1.145  3.936
Br  2.016  4.690  -2.316
C  3.661  4.243  -1.334
C  4.734  3.835  -2.300
Br  6.357  3.504  -1.191
H  3.417  3.401  -0.696
H  3.811  5.140  -0.747
H  4.996  4.541  -3.079
H  4.551  2.847  -2.708
Br  3.637  -0.051  -2.438
C  3.620  -1.987  -2.369
C  3.300  -2.424  -0.956
Br  4.173  -4.165  -0.592
H  4.617  -2.249  -2.707
H  2.900  -2.347  -3.097
H  2.223  -2.499  -0.828
H  3.657  -1.707  -0.222

- LUMO level (eV) = 0.225
- total charge = 0
- SMILES string = CCOC(C)=O.BrCCBr.BrCCBr.BrCCBr.BrCCBr.BrCCBr
- HOMO energy (eV) = -10.2
- molar mass (u) = 1027.42

***

# 4
Below is a molecular structure, C37H36BNO4 in a non-equilibrium geometry, with properties calculated with wB97M-V/def2-TZVPD.

Geometry (Å):
C  -3.798  -3.213  2.542
C  -2.564  -2.475  2.550
C  -1.712  -2.504  3.614
C  -0.524  -1.893  3.198
C  -0.855  -1.147  2.069
B  -0.189  -1.220  -1.163
C  0.124  -0.147  1.394
C  -0.140  1.034  2.257
C  0.872  1.048  3.190
C  1.745  -0.011  2.924
C  2.920  -0.210  3.723
O  1.372  -0.735  1.881
C  0.388  -2.554  -0.615
C  0.051  -3.908  -0.574
C  1.231  -4.714  -0.619
C  2.288  -3.827  -0.596
C  3.736  -3.919  -0.670
O  1.807  -2.541  -0.531
C  -1.708  -0.796  -0.980
C  -2.587  -1.310  -1.884
C  -3.820  -0.587  -1.825
C  -3.663  0.345  -0.833
C  -4.574  1.376  -0.354
O  -2.389  0.248  -0.335
O  -2.081  -1.644  1.578
H  -4.042  -3.355  3.613
H  -4.668  -2.754  2.078
H  -3.726  -4.247  2.170
H  -1.851  -2.853  4.616
H  0.418  -1.827  3.735
H  -1.002  1.712  2.165
H  1.117  1.764  3.959
H  3.342  0.802  3.816
H  2.539  -0.520  4.707
H  3.635  -0.913  3.304
H  -0.959  -4.294  -0.537
H  1.306  -5.807  -0.673
H  4.084  -4.954  -0.806
H  4.113  -3.322  -1.521
H  4.199  -3.522  0.248
H  -2.327  -2.147  -2.531
H  -4.684  -0.759  -2.457
H  -5.384  1.484  -1.083
H  -5.037  1.108  0.598
H  -4.073  2.337  -0.246
C  0.514  -0.251  -3.363
C  0.082  0.907  -2.549
N  -0.621  1.907  -3.188
C  -1.148  1.851  -4.543
C  -0.973  2.871  -2.257
C  -0.441  2.469  -0.993
C  -0.535  3.318  0.099
C  -1.286  4.492  -0.045
C  -1.961  4.780  -1.241
C  -1.771  3.986  -2.388
C  0.096  1.146  -1.144
C  0.526  0.132  -0.079
C  2.237  1.046  0.302
C  2.481  2.407  0.233
C  3.763  2.950  0.450
C  4.847  2.105  0.651
C  4.629  0.723  0.681
C  3.324  0.225  0.534
H  1.258  -0.859  -2.819
H  -0.325  -0.906  -3.652
H  0.977  0.116  -4.285
H  -1.699  2.768  -4.730
H  -0.366  1.770  -5.297
H  -1.833  1.011  -4.670
H  0.070  3.082  0.979
H  -1.315  5.170  0.817
H  -2.625  5.644  -1.260
H  -2.230  4.229  -3.334
H  1.282  -0.538  -0.566
H  1.706  3.104  -0.026
H  3.894  4.027  0.430
H  5.866  2.497  0.767
H  5.459  0.034  0.813
H  3.189  -0.842  0.580

- LUMO level (eV) = -0.780
- total charge = 0
- HOMO energy (eV) = -4.2
- ΔE to the lowest compared entry with this formula, charge and spin (kcal per mole) = 250.6
- molar mass (u) = 569.51

***

# 5
Below is a molecular structure, C4H8N4 in a non-equilibrium geometry, with properties calculated with wB97M-V/def2-TZVPD.

Geometry (Å):
C  0.398  -0.266  -0.707
C  0.396  -0.584  -2.115
C  -0.832  1.105  1.097
C  0.996  -0.093  2.233
H  -1.737  -0.208  -1.980
H  -1.675  1.521  -1.529
H  0.953  -1.129  -0.141
H  0.125  0.223  -3.044
H  0.961  -1.566  -2.409
H  -1.606  1.917  1.118
H  1.511  0.314  3.438
H  2.041  -1.897  1.814
N  -1.892  0.707  -1.116
N  -0.594  0.549  -0.151
N  -0.195  0.684  2.087
N  1.150  -1.279  1.405

- LUMO level (eV) = -0.169
- total charge = 0
- HOMO energy (eV) = -8.1
- ΔE to the lowest compared entry with this formula, charge and spin (kcal per mole) = 204.6
- molar mass (u) = 112.14

***

# 6
Below is a molecular structure, C42H38BN6PtTe in a non-equilibrium geometry, with properties calculated with wB97M-V/def2-TZVPD.

Geometry (Å):
Pt  -0.389  0.344  0.306
C  -0.556  5.076  -2.718
C  -0.550  4.356  -1.420
C  -0.560  4.873  -0.157
C  -0.558  3.758  0.724
N  -0.544  2.615  -0.030
N  -0.540  2.982  -1.299
B  -0.480  1.962  -2.490
N  -1.675  1.008  -2.362
N  -2.003  0.541  -1.148
C  -3.157  -0.141  -1.231
C  -3.579  -0.080  -2.571
C  -2.629  0.654  -3.257
C  -2.598  1.041  -4.692
C  -3.844  -0.669  -0.054
C  -5.093  -1.279  -0.186
C  -5.818  -1.648  0.934
C  -5.315  -1.418  2.205
C  -4.054  -0.852  2.358
C  -3.331  -0.494  1.240
N  0.853  1.163  -2.323
N  1.295  0.910  -1.103
C  2.558  0.416  -1.211
C  2.865  0.301  -2.584
C  1.774  0.806  -3.261
C  1.588  0.993  -4.722
C  3.442  0.338  -0.081
C  4.810  0.035  -0.286
C  5.708  0.180  0.738
C  5.278  0.635  1.994
C  3.919  0.887  2.236
C  3.017  0.729  1.223
C  -0.563  3.803  2.148
C  -0.539  2.643  2.967
C  -0.538  2.749  4.330
C  -0.563  4.018  4.935
C  -0.589  5.175  4.152
C  -0.590  5.075  2.784
H  -0.562  6.147  -2.536
H  -1.438  4.820  -3.307
H  0.325  4.828  -3.310
H  -0.564  5.919  0.096
H  -0.493  2.519  -3.531
H  -4.467  -0.519  -2.991
H  -3.513  0.716  -5.178
H  -1.753  0.585  -5.210
H  -2.508  2.121  -4.810
H  -5.498  -1.457  -1.173
H  -6.788  -2.111  0.817
H  -5.896  -1.683  3.078
H  -3.657  -0.686  3.351
H  -2.339  -0.038  1.367
H  3.782  -0.043  -3.033
H  2.522  0.780  -5.236
H  1.289  2.015  -4.954
H  0.818  0.328  -5.115
H  5.156  -0.284  -1.259
H  6.754  -0.035  0.569
H  6.002  0.805  2.781
H  3.598  1.204  3.219
H  1.967  0.930  1.403
H  -0.530  1.664  2.508
H  -0.524  1.864  4.952
H  -0.565  4.098  6.014
H  -0.611  6.148  4.624
H  -0.614  5.976  2.187
Te  0.271  -2.176  -0.481
C  -0.627  -4.033  0.114
C  -1.393  -4.151  1.260
C  -1.902  -5.403  1.583
C  -1.624  -6.498  0.778
C  -0.857  -6.355  -0.370
C  -0.345  -5.111  -0.711
C  2.046  -2.789  0.521
C  2.163  -2.729  1.906
C  3.285  -3.269  2.513
C  4.267  -3.897  1.752
C  4.138  -3.971  0.370
C  3.029  -3.418  -0.247
H  -1.599  -3.296  1.891
H  -2.511  -5.513  2.471
H  -1.994  -7.475  1.057
H  -0.648  -7.208  -1.002
H  0.259  -5.000  -1.604
H  1.382  -2.280  2.508
H  3.380  -3.223  3.591
H  5.121  -4.349  2.239
H  4.894  -4.470  -0.223
H  2.923  -3.479  -1.325

- expectation value of S² = 6.076
- spin multiplicity = 5
- LUMO level (alpha / beta) (eV) = -8.227 / -11.594
- total charge = +3
- HOMO energy (alpha / beta) (eV) = -15.5 / -15.4
- molar mass (u) = 960.30

***

Number 4 is which compound?
C37H36BNO4

***

Which of these has the lowest molar mass?
C4H8N4

***

What is the molar mass in the sixth record?
960.30 u